No. 1
# C19H47ClEuP2

A structure of composition C19H47ClEuP2 in a non-equilibrium geometry (wB97M-V/def2-TZVPD, the Open Molecules 2025 dataset).

Properties
Expectation value of S² = 12.03
E_HOMO (alpha / beta) = -3.7164 / -3.6397 eV
Spin multiplicity = 7
Charge = -1
Orbital gap (alpha / beta) = 6.5 / 6.4 eV

Geometry as XYZ:
```
70
Properties=species:S:1:pos:R:3:forces:R:3
Eu -0.9121 -0.6034 0.1982 -0.8308 -0.6097 0.3775
Cl -0.0016 1.2775 -1.1481 0.2913 0.8021 -0.6529
P -2.7291 -2.9345 -0.0373 0.4133 0.0801 1.2944
C -2.2541 -4.4073 -1.1506 -0.4182 0.6733 0.2048
C -3.2935 -3.7625 1.6162 -0.4857 -0.4651 -1.3998
C -4.2693 -2.2571 -0.8568 0.2170 -0.2254 -0.2616
C -0.7428 -4.6128 -1.1752 0.3497 0.2680 0.1084
H -2.5745 -4.0490 -2.1400 0.1157 -0.0518 0.1174
C -2.9827 -5.7118 -0.8513 0.2121 -0.5452 -0.3572
H -2.6389 -6.1530 0.0851 -0.0268 0.0321 0.1011
H -2.7522 -6.4534 -1.6404 -0.0200 0.2626 0.2327
H -4.0669 -5.6338 -0.8110 -0.0322 0.1481 0.0745
H -0.2171 -3.7211 -1.5479 -0.2977 -0.2425 0.3410
H -0.4812 -5.4426 -1.8294 -0.0816 -0.2931 -0.1339
H -0.3475 -4.8358 -0.1705 -0.1129 0.1268 -0.3712
H -3.9457 -2.1948 -1.9093 -0.0320 0.0542 0.2607
C -4.5613 -0.8238 -0.3798 0.0697 -0.2041 0.5881
C -5.5128 -3.1388 -0.8113 -0.5623 0.1706 -0.3832
H -5.3829 -4.0947 -1.3291 0.1313 0.1452 0.1272
H -6.3534 -2.6316 -1.3250 0.2700 -0.1185 0.1861
H -5.8504 -3.3456 0.2035 0.0598 -0.0343 0.1005
H -3.7066 -0.1409 -0.5243 -0.2933 -0.3048 -0.0128
H -4.8144 -0.8048 0.7009 0.1640 0.0437 -0.6442
H -5.4135 -0.4237 -0.9328 -0.0181 0.0770 -0.0526
C -2.0476 -4.2732 2.3317 0.2369 0.3286 0.3045
H -3.9391 -4.6246 1.3897 0.0634 0.0377 0.0378
C -4.0857 -2.8088 2.4950 0.1114 0.2818 0.3634
H -1.4462 -4.9793 1.7476 -0.1852 0.1951 -0.0058
H -2.3362 -4.7755 3.2620 0.0052 -0.0050 0.0002
H -1.3963 -3.4250 2.6058 -0.1379 -0.2841 -0.1649
H -3.5041 -1.8986 2.6952 -0.1761 -0.1492 -0.0882
H -4.2879 -3.2930 3.4600 0.0224 0.0543 -0.0385
H -5.0589 -2.5127 2.0824 0.2852 -0.1145 -0.0471
H 0.1107 -2.2256 0.0708 1.1840 -0.9270 0.5945
H -1.3653 -1.6935 -1.3458 -0.6372 0.0105 -1.3045
P 3.0883 2.9603 -0.4378 -0.2080 -0.1787 0.2130
C 2.7097 4.0840 -1.8990 0.2313 -0.0042 0.2552
C 3.6056 4.1446 0.9186 0.2823 0.0637 -0.6352
C 4.6776 2.1539 -1.0202 -0.2018 0.2851 0.0489
C 1.1974 4.2514 -2.0302 -0.2891 -0.5133 -0.2224
H 3.0620 3.4873 -2.7579 -0.1220 0.1575 0.1749
C 3.4030 5.4465 -1.9420 -0.0449 0.0972 -0.3752
H 3.0499 6.1063 -1.1404 0.0924 -0.1166 -0.1386
H 3.1440 5.9238 -2.9020 0.1177 0.0208 0.2826
H 4.4935 5.3815 -1.8878 -0.1706 0.0582 0.0420
H 0.7089 3.2612 -2.0543 0.2177 0.6881 0.0086
H 0.9529 4.7721 -2.9639 0.0118 0.1089 0.1202
H 0.7645 4.8044 -1.1870 0.1131 -0.0298 -0.1587
H 4.4260 1.8834 -2.0598 0.0443 -0.0083 0.2609
C 4.9109 0.8496 -0.2457 -0.0144 -0.0785 -0.1123
C 5.9314 3.0284 -1.0580 0.3102 -0.3808 -0.1703
H 5.8261 3.8943 -1.7183 -0.0142 -0.1552 0.1407
H 6.7596 2.4137 -1.4508 -0.0652 0.2762 0.1406
H 6.2224 3.3795 -0.0610 -0.0591 -0.0337 -0.1628
H 4.0114 0.2176 -0.2565 0.2460 0.2017 0.0195
H 5.1844 1.0368 0.8005 -0.0645 -0.0372 -0.2093
H 5.7305 0.2886 -0.7126 -0.0661 0.0135 0.1146
C 2.3793 4.9282 1.4037 -0.0057 0.1701 -0.0520
H 4.3405 4.8337 0.4696 -0.1315 0.0039 0.3796
C 4.2429 3.4003 2.0954 0.2485 0.0609 0.0148
H 1.9185 5.5538 0.6221 0.1949 -0.3093 0.2370
H 2.6777 5.5951 2.2237 -0.0869 -0.0683 -0.0782
H 1.6096 4.2456 1.7840 0.1066 0.0818 -0.0878
H 3.5856 2.6016 2.4576 0.0650 0.0772 -0.0559
H 4.4050 4.1062 2.9217 -0.0240 -0.1428 -0.0652
H 5.2221 2.9553 1.8517 -0.4203 0.1601 0.0277
C -2.2124 0.2047 2.1122 -0.1347 -0.1669 -0.3789
H -1.8732 -0.2983 3.0242 -0.0628 0.2619 0.2104
H -3.3022 0.3430 2.1067 0.2994 0.1325 0.2375
H -1.6923 1.1707 1.9657 -0.2499 0.0870 0.4771
```
Positions in Å, forces in eV/Å.

No. 2
# H3N3O

A cluster of 2 separate species, H3N3O in total in a non-equilibrium geometry (wB97M-V/def2-TZVPD, the Open Molecules 2025 dataset).

Properties
E_HOMO = -10.8356 eV
Orbital gap = 11.9 eV
Energy above the lowest of the compared OMol25 structures with the same formula, charge and spin = 100.4 kJ/mol
SMILES = N#[N+][O-].N

Geometry as XYZ:
```
7
Properties=species:S:1:pos:R:3:forces:R:3
N 0.0388 -0.1099 -0.0810 0.5850 4.3220 -0.2981
N -3.2230 1.2328 -0.2853 -0.2595 2.0010 -0.4525
N -2.8979 0.1832 -0.1900 -0.4949 0.5055 0.3296
O -2.6363 -0.9240 -0.0202 0.5434 -2.6774 0.1420
H 0.4799 -0.0850 0.8031 0.0448 -0.3872 1.7812
H 0.6950 0.5987 -0.5085 -1.2518 -0.4452 -0.0261
H 0.3897 -0.8959 -0.4843 0.8330 -3.3187 -1.4762
```
Positions in Å, forces in eV/Å.

No. 3
# C31H21N5O8PRhSe2

A structure of composition C31H21N5O8PRhSe2 in a non-equilibrium geometry (wB97M-V/def2-TZVPD, the Open Molecules 2025 dataset).

Properties
E_HOMO = -7.7502 eV
Orbital gap = 5.7 eV
Energy above the lowest of the compared OMol25 structures with the same formula, charge and spin = 167.3 kJ/mol

Geometry as XYZ:
```
69
Properties=species:S:1:pos:R:3:forces:R:3
Rh 0.7846 0.5396 -0.2237 0.0619 -0.6820 -0.5756
O -2.6748 1.8690 1.4020 -0.0099 0.1787 0.0209
C -1.7017 1.5923 0.7529 0.2674 -0.1033 -0.0412
N -0.5820 0.8839 1.1335 -0.2186 -0.1051 0.2401
C -0.2912 0.4943 2.4340 -0.0559 -0.1987 -0.3167
O -0.9654 0.6381 3.4164 0.0560 0.1193 0.1066
C 1.0862 -0.1529 2.4958 -0.0994 0.1391 -0.0820
C 1.6353 -0.5200 3.7051 0.0209 0.0123 0.1553
C 2.8951 -1.0916 3.7218 -0.0145 -0.0196 -0.1008
C 3.5553 -1.3000 2.5177 -0.0048 -0.0055 0.1465
C 2.9524 -0.8927 1.3455 0.0149 -0.1091 -0.1618
N 1.7505 -0.3136 1.3387 0.1048 -0.1106 0.1639
C -1.5670 2.0436 -0.7000 0.0732 -0.0710 0.1327
C -2.5307 2.8315 -1.2913 -0.1134 0.0438 0.0223
C -2.3682 3.2092 -2.6150 0.0572 -0.0282 -0.0029
C -1.2402 2.7866 -3.3047 -0.0606 0.0284 0.0285
C -0.3068 2.0068 -2.6479 0.0427 -0.0679 -0.0582
N -0.4719 1.6484 -1.3734 -0.2115 0.0579 -0.1613
H 1.0503 -0.3592 4.6003 0.0046 0.0248 -0.0156
H 3.3561 -1.3805 4.6571 -0.0239 -0.0257 -0.0131
H 4.5266 -1.7723 2.4839 0.0035 0.0254 -0.0211
H 3.4286 -1.0307 0.3833 -0.0639 0.0151 -0.0331
H -3.3826 3.1213 -0.6905 0.0088 0.0054 -0.0273
H -3.1087 3.8255 -3.1077 -0.0048 -0.0063 0.0209
H -1.0792 3.0524 -4.3394 0.0108 0.0107 0.0035
H 0.5931 1.6467 -3.1310 -0.0016 -0.0439 0.0254
Se -0.5430 -2.9909 2.2284 -0.3614 -0.3922 -2.9380
P -1.2727 -2.7344 -0.1384 -0.3310 1.1279 3.1044
Se 0.0319 -1.4990 -1.4384 0.4295 0.5088 0.4574
C -2.8104 -1.7887 0.2015 0.0759 0.1150 -0.1839
C -3.6106 -2.1974 1.2665 -0.1742 0.0392 -0.0599
C -4.8026 -1.5400 1.5315 0.0472 -0.0291 -0.0942
C -5.2118 -0.4844 0.7281 -0.0209 0.0159 0.0326
C -4.4280 -0.0891 -0.3423 -0.0265 -0.0085 -0.0749
C -3.2270 -0.7336 -0.6030 -0.0729 -0.1247 -0.0256
C -1.9482 -3.9726 -1.2770 0.6011 -0.6433 0.2857
C -2.7101 -3.6022 -2.3827 0.0494 0.0585 -0.0492
C -3.2844 -4.5827 -3.1730 -0.0060 -0.0382 0.0205
C -3.1095 -5.9272 -2.8614 0.0186 0.0502 -0.0035
C -2.3324 -6.2952 -1.7742 -0.0373 0.0048 -0.0018
C -1.7475 -5.3177 -0.9805 0.0396 0.0002 -0.0522
H -3.2971 -3.0239 1.8881 0.0351 0.0525 0.0443
H -5.4113 -1.8543 2.3694 0.0085 0.0061 -0.0023
H -6.1358 0.0368 0.9440 0.0049 -0.0164 -0.0055
H -4.7491 0.7298 -0.9750 0.0295 0.0097 0.0235
H -2.6111 -0.4178 -1.4380 -0.0049 -0.0018 -0.0002
H -2.8558 -2.5576 -2.6247 -0.0258 -0.0041 0.0305
H -3.8781 -4.2981 -4.0319 -0.0056 0.0023 0.0130
H -3.5837 -6.6862 -3.4703 0.0344 0.0025 -0.0146
H -2.1851 -7.3414 -1.5404 -0.0020 0.0106 0.0161
H -1.1391 -5.5915 -0.1264 -0.0391 0.0057 0.0197
O 4.2694 0.5907 -2.5826 -0.0092 -0.0129 -0.0003
C 3.4154 0.8659 -1.7665 -0.0351 0.1673 0.2512
O 2.2567 0.3020 -1.6585 0.0258 0.0445 -0.3130
C 3.7118 1.9487 -0.7316 -0.1806 -0.0177 0.0200
C 5.0228 2.1970 -0.3439 0.1116 -0.0893 -0.0891
C 5.2676 3.1249 0.6480 -0.0752 -0.0263 -0.0111
C 4.2556 3.8070 1.2968 0.0439 0.2766 0.2401
C 2.9662 3.5534 0.8905 -0.0282 -0.1272 -0.1169
C 2.6858 2.6675 -0.1345 0.0441 0.0085 0.0399
N 1.8337 4.2147 1.5701 0.0458 0.0642 -0.0218
O 0.7256 3.7605 1.3560 -0.0055 0.0248 -0.0776
O 2.0775 5.1481 2.2991 0.0720 -0.0172 0.0110
N 6.6672 3.3983 1.0521 0.0065 -0.0594 0.0218
O 7.5395 2.7836 0.4791 -0.0312 0.0062 -0.0046
O 6.8439 4.2160 1.9300 -0.0415 0.0009 -0.0196
H 5.8347 1.6668 -0.8221 -0.0124 0.0063 -0.0113
H 4.4680 4.5181 2.0809 0.0121 -0.0222 0.0173
H 1.6671 2.6206 -0.5061 -0.0527 -0.0625 0.0662
```
Positions in Å, forces in eV/Å.

Number 1: electronic energy -70892.5334 eV. Number 2: electronic energy -6564.3493 eV. Number 3: electronic energy -199304.8194 eV.